Record 1
The following is a DFT calculation (the ωB97M-V functional and the def2-TZVPD basis) of C2H3N3O in the gas phase.

Properties
Energy relative to the best compared isomer or geometry (same formula, charge and spin), kcal per mole: 135.0
Kohn-Sham gap, eV: 8.2
Electronic energy, hartree: -317.3172

The geometry in ORCA input format:
```
! RIJCOSX wB97M-V def2-TZVPD def2/J DEFGRID3
* xyz 0 1
O 1.57 -0.82 0.25
C 0.79 0.99 -0.65
N -0.18 1.57 0.02
N -1.08 0.55 0.36
C -0.71 -0.63 -0.03
N 0.50 -0.45 -0.67
H 2.35 -0.49 -0.23
H -1.91 0.80 0.89
H -1.32 -1.52 0.05
*
```

***

Record 2
The following is a DFT calculation (the ωB97M-V functional and the def2-TZVPD basis) of C4H3NO2 in the gas phase.

Properties
Energy relative to the best compared isomer or geometry (same formula, charge and spin), kcal per mole: 126.9
Kohn-Sham gap, eV: 9.4
Electronic energy, hartree: -359.2681

The geometry in ORCA input format:
```
! RIJCOSX wB97M-V def2-TZVPD def2/J DEFGRID3
* xyz 0 1
O -2.36 0.99 -1.05
C -1.70 -0.01 -1.01
C -0.38 -0.08 -0.33
N 0.25 -1.23 -0.33
O 1.40 -1.08 0.35
C 1.44 0.25 0.78
C 0.35 1.02 0.32
H -2.02 -0.95 -1.48
H 2.41 0.58 1.13
H 0.65 0.50 1.65
*
```

***

Record 3
The following is a DFT calculation (the ωB97M-V functional and the def2-TZVPD basis) of C38H43Br4CsN8O5P2S as an isolated structure.

Properties
Energy relative to the best compared isomer or geometry (same formula, charge and spin), kcal per mole: 78.7
Kohn-Sham gap, eV: 3.4
Electronic energy, hartree: -13685.3003

The geometry in ORCA input format:
```
! RIJCOSX wB97M-V def2-TZVPD def2/J DEFGRID3
* xyz -2 1
Cs -0.03 -0.20 -0.47
N 2.66 1.40 0.25
C 3.40 2.40 0.84
C 4.79 2.34 0.86
C 5.56 3.32 1.48
C 4.94 4.40 2.09
C 3.54 4.46 2.07
C 2.74 3.49 1.47
C 1.25 3.62 1.48
C 0.72 4.83 1.02
C -0.65 5.05 1.00
C -1.48 4.03 1.47
C -0.92 2.85 1.93
C 0.47 2.54 1.97
H 3.13 0.80 -0.41
H 1.73 1.68 -0.04
H 5.28 1.50 0.37
H 6.64 3.24 1.47
H 5.51 5.18 2.58
H 3.03 5.29 2.55
H 1.38 5.60 0.63
H -1.06 5.97 0.60
H -2.56 4.16 1.44
H -1.61 2.08 2.28
N -5.08 0.11 2.47
C -5.81 1.24 2.03
C -6.69 1.88 2.90
C -7.42 2.98 2.47
C -7.25 3.46 1.18
C -6.34 2.84 0.33
C -5.64 1.71 0.74
S -4.53 0.91 -0.36
N -3.46 0.14 0.71
C -3.83 -0.15 1.88
C -2.84 -0.87 2.78
C -3.27 -1.69 3.82
C -2.28 -2.26 4.62
C -0.96 -1.99 4.35
C -0.64 -1.18 3.26
N -1.57 -0.64 2.50
H -5.05 0.05 3.48
H -6.80 1.51 3.91
H -8.11 3.46 3.15
H -7.80 4.33 0.84
H -6.17 3.24 -0.66
H -4.31 -1.90 3.99
H -2.57 -2.91 5.44
H -0.17 -2.39 4.97
H 0.39 -0.93 3.00
Br -0.73 3.63 -6.49
C -0.03 2.35 -5.26
C 0.57 1.20 -5.71
Br 0.72 0.84 -7.58
C 1.06 0.27 -4.77
Br 1.95 -1.33 -5.34
C 0.98 0.44 -3.38
O 1.42 -0.42 -2.53
C 0.33 1.68 -2.89
O 0.21 1.88 -1.65
C -0.14 2.58 -3.87
Br -0.97 4.14 -3.18
C 2.65 -5.81 -0.22
N 2.54 -4.37 -0.28
C 3.54 -3.69 -1.09
P 1.33 -3.54 0.47
O 1.55 -2.10 0.31
O 0.01 -4.19 -0.19
P -1.41 -3.56 -0.70
O -1.63 -2.17 -0.29
N -1.36 -3.72 -2.34
C -1.10 -5.04 -2.89
C -0.65 -2.65 -3.08
N -2.47 -4.63 -0.04
C -2.29 -6.05 0.07
C -3.80 -4.15 0.29
N 1.16 -4.01 2.04
C 0.39 -5.13 2.53
C 2.22 -3.58 2.94
H 3.58 -6.12 0.26
H 2.62 -6.25 -1.22
H 1.82 -6.24 0.34
H 4.53 -3.80 -0.64
H 3.29 -2.63 -1.17
H 3.56 -4.11 -2.10
H -1.78 -5.79 -2.48
H -0.06 -5.37 -2.72
H -1.26 -5.01 -3.97
H -0.90 -1.69 -2.66
H -0.98 -2.68 -4.12
H 0.43 -2.77 -3.05
H -1.26 -6.33 -0.14
H -2.94 -6.61 -0.62
H -2.53 -6.39 1.09
H -3.83 -3.06 0.22
H -4.06 -4.43 1.32
H -4.56 -4.56 -0.39
H -0.42 -5.37 1.84
H -0.07 -4.87 3.49
H 1.01 -6.02 2.68
H 2.67 -2.65 2.58
H 3.00 -4.35 3.04
H 1.80 -3.39 3.93
*
```

***

Record 4
The following is a DFT calculation (the ωB97M-V functional and the def2-TZVPD basis) of a 2-piece molecular cluster, CH6N2O2 overall.

Properties
Energy relative to the best compared isomer or geometry (same formula, charge and spin), kcal per mole: 15.4
Kohn-Sham gap (alpha / beta), eV: 10.0 / 5.4
Electronic energy, hartree: -301.3502
<S²>: 0.76

The geometry in ORCA input format:
```
! RIJCOSX wB97M-V def2-TZVPD def2/J DEFGRID3
* xyz 1 2
N 0.84 -0.20 0.25
C 0.59 1.01 -0.27
N -0.61 1.60 -0.06
O 1.28 1.58 -1.13
H 0.88 -0.26 1.27
H 1.70 -0.63 -0.12
H -1.49 1.11 -0.22
H -0.68 2.61 -0.10
H -1.39 -2.40 0.70
H -0.30 -1.83 -0.27
O -0.83 -2.60 -0.06
*
```

***

Record 5
The following is a DFT calculation (the ωB97M-V functional and the def2-TZVPD basis) of C22H22AuBr3N7O7 as an isolated structure.

Properties
Energy relative to the best compared isomer or geometry (same formula, charge and spin), kcal per mole: 23.8
Kohn-Sham gap (alpha / beta), eV: 5.3 / 5.3
Electronic energy, hartree: -9618.7299

The geometry in ORCA input format:
```
! RIJCOSX wB97M-V def2-TZVPD def2/J DEFGRID3
* xyz 1 1
Au -0.27 -0.39 0.37
Br 6.32 0.24 0.14
C 4.52 -0.25 0.24
C 3.84 -0.64 -0.91
C 2.50 -0.92 -0.80
N 1.85 -0.85 0.37
C 2.50 -0.49 1.49
C 3.86 -0.21 1.45
C 1.71 -0.39 2.73
C 2.30 -0.44 3.99
C 1.49 -0.33 5.11
Br 2.25 -0.40 6.82
C 0.12 -0.18 4.95
C -0.39 -0.17 3.66
N 0.39 -0.28 2.59
H 4.34 -0.70 -1.87
H 1.91 -1.23 -1.65
H 4.37 0.12 2.34
H 3.37 -0.58 4.10
H -0.54 -0.08 5.80
H -1.45 -0.07 3.49
O -1.82 7.14 -0.86
N -0.77 6.95 -0.29
O -0.05 7.82 0.17
C -0.32 5.57 -0.16
C 0.86 5.29 0.51
C 1.26 3.99 0.72
C 0.49 2.85 0.23
O 0.82 1.65 0.49
C -0.67 3.24 -0.54
C -1.07 4.55 -0.69
N -1.48 2.25 -1.19
O -2.61 2.53 -1.51
O -0.98 1.15 -1.44
N 2.52 3.84 1.45
O 3.18 4.85 1.61
O 2.82 2.77 1.94
H 1.47 6.11 0.88
H -1.97 4.78 -1.25
Br -2.69 -0.41 0.90
C -3.11 -4.41 -3.43
C -3.39 -3.65 -2.14
N -2.28 -2.79 -1.74
C -2.19 -1.49 -2.42
C -1.02 -1.37 -3.39
C -1.37 -3.18 -0.86
C -1.48 -4.57 -0.29
N -0.38 -2.41 -0.46
H -3.96 -5.04 -3.68
H -2.23 -5.05 -3.32
H -2.93 -3.73 -4.26
H -3.64 -4.34 -1.34
H -4.26 -3.00 -2.29
H -2.11 -0.70 -1.67
H -3.13 -1.34 -2.95
H -0.08 -1.57 -2.89
H -0.99 -0.35 -3.78
H -1.13 -2.05 -4.23
H -1.57 -5.33 -1.07
H -2.36 -4.63 0.35
H -0.61 -4.80 0.31
H 0.24 -2.90 0.17
*
```

***

Record 6
The following is a DFT calculation (the ωB97M-V functional and the def2-TZVPD basis) of C16H26AsBaI2N4O as an isolated structure.

Properties
Energy relative to the best compared isomer or geometry (same formula, charge and spin), kcal per mole: 31.2
Kohn-Sham gap, eV: 7.4
Electronic energy, hartree: -3776.0597

The geometry in ORCA input format:
```
! RIJCOSX wB97M-V def2-TZVPD def2/J DEFGRID3
* xyz 1 1
Ba -0.23 -0.18 -1.03
N -1.94 1.49 0.05
C -2.08 1.30 1.49
C -0.70 1.40 2.15
N 0.27 0.47 1.58
C 0.57 -0.71 2.38
C -0.28 -1.91 1.97
N 0.06 -2.32 0.61
H -1.40 2.35 -0.11
H -2.85 1.66 -0.36
H -2.51 0.31 1.67
H -2.73 2.05 1.96
H -0.81 1.25 3.23
H -0.35 2.42 2.00
H 1.13 0.98 1.43
H 0.42 -0.53 3.45
H 1.63 -0.98 2.23
H -1.33 -1.62 1.98
H -0.12 -2.72 2.70
H -0.53 -3.11 0.36
H 1.02 -2.68 0.62
I 0.21 4.77 -0.60
C 1.94 3.56 -0.69
C 3.20 4.06 -0.40
C 4.30 3.23 -0.44
I 6.20 4.06 0.03
C 4.16 1.86 -0.74
C 5.22 0.93 -0.79
C 4.95 -0.39 -1.04
C 3.62 -0.79 -1.24
N 2.61 0.04 -1.21
C 2.85 1.35 -1.00
C 1.71 2.23 -1.03
O 0.55 1.77 -1.32
H 3.31 5.11 -0.14
H 6.23 1.28 -0.64
H 5.75 -1.11 -1.08
H 3.39 -1.83 -1.42
C -3.85 -2.25 0.42
As -2.81 -1.69 -1.15
C -4.30 -0.94 -2.18
C -2.65 -3.43 -2.04
H -4.72 -2.82 0.08
H -4.21 -1.38 0.97
H -3.27 -2.88 1.09
H -5.12 -1.65 -2.21
H -3.98 -0.71 -3.19
H -4.65 -0.02 -1.71
H -3.63 -3.92 -2.11
H -1.97 -4.08 -1.50
H -2.26 -3.28 -3.05
*
```

***

Record 7
The following is a DFT calculation (the ωB97M-V functional and the def2-TZVPD basis) of C15H23CuN9O2S as an isolated structure.

Properties
Energy relative to the best compared isomer or geometry (same formula, charge and spin), kcal per mole: 3.2
Kohn-Sham gap, eV: 5.6
Electronic energy, hartree: -3267.3850

The geometry in ORCA input format:
```
! RIJCOSX wB97M-V def2-TZVPD def2/J DEFGRID3
* xyz -1 1
Cu 0.40 0.46 -0.37
C 4.53 0.56 0.30
N 4.06 1.92 0.13
C 5.13 2.81 -0.32
C 2.88 2.02 -0.67
N 2.41 1.16 -1.46
N 2.20 3.22 -0.41
C 0.80 3.36 -0.50
N 0.41 4.62 -0.01
N 0.04 2.44 -0.88
H 5.27 0.54 1.10
H 5.00 0.15 -0.60
H 3.69 -0.09 0.58
H 5.96 2.75 0.38
H 4.79 3.84 -0.37
H 5.50 2.53 -1.32
H 2.97 0.32 -1.54
H 2.59 3.72 0.37
H 1.02 5.37 -0.29
H -0.56 4.82 -0.20
H -0.96 2.63 -0.83
N -2.27 -5.39 -1.58
C -2.62 -4.04 -1.38
C -3.51 -3.68 -0.38
C -3.85 -2.34 -0.19
C -3.30 -1.37 -1.00
C -2.42 -1.72 -2.02
C -2.08 -3.05 -2.21
S -3.59 0.35 -0.70
O -4.81 0.44 0.08
O -3.57 1.01 -1.98
N -2.28 0.84 0.06
C -1.93 0.41 1.29
N -2.71 -0.40 2.05
C -2.25 -0.72 3.25
C -1.04 -0.28 3.76
C -0.29 0.51 2.89
N -0.69 0.83 1.68
H -2.33 -5.94 -0.73
H -1.35 -5.50 -1.99
H -3.94 -4.44 0.26
H -4.52 -2.05 0.60
H -1.98 -0.95 -2.64
H -1.38 -3.33 -2.99
H -2.88 -1.38 3.84
H -0.69 -0.54 4.75
H 0.69 0.86 3.18
C 0.82 -1.50 -0.26
H 0.93 -1.98 -1.25
H 0.00 -2.03 0.25
H 1.73 -1.74 0.31
*
```

***

Record 8
The following is a DFT calculation (the ωB97M-V functional and the def2-TZVPD basis) of a 8-piece molecular cluster, C32H71N2O28P2S8 overall.

Properties
Kohn-Sham gap, eV: 7.3
Electronic energy, hartree: -7345.9907

The geometry in ORCA input format:
```
! RIJCOSX wB97M-V def2-TZVPD def2/J DEFGRID3
* xyz 1 1
C -7.40 0.97 -2.86
C -6.25 1.30 -2.91
C -4.90 1.41 -3.34
C -4.46 2.56 -4.00
S -5.60 3.93 -4.33
C -5.18 4.75 -5.85
O -5.41 4.83 -3.23
O -6.96 3.49 -4.44
C -3.13 2.63 -4.35
C -2.46 3.82 -5.01
O -2.27 3.82 -6.18
O -2.08 4.85 -4.19
P -0.96 4.38 -3.09
N -1.55 3.41 -2.06
O 0.18 3.63 -3.91
O -0.35 5.67 -2.38
C -2.28 1.57 -4.07
C -2.75 0.47 -3.41
P -1.46 -0.80 -3.05
O -1.12 -1.53 -4.29
N -4.05 0.40 -3.06
C -4.57 -0.79 -2.35
C -4.74 -0.53 -0.84
H -8.43 0.76 -2.74
H -4.50 4.19 -6.48
H -4.66 5.66 -5.56
H -6.08 5.05 -6.37
H -1.45 3.78 -1.11
H 0.59 4.21 -4.58
H 0.48 5.40 -1.96
H -1.24 1.64 -4.33
H -1.90 -1.66 -2.03
H -0.37 -0.11 -2.48
H -3.88 -1.62 -2.43
H -5.49 -1.13 -2.81
H -5.59 0.11 -0.63
H -4.81 -1.48 -0.33
H -3.86 0.03 -0.52
O -1.75 5.09 1.33
S -0.61 5.94 1.50
O 0.51 5.86 0.59
O -0.09 5.84 2.99
C 0.21 4.51 3.51
C 1.53 3.98 2.98
C -1.14 7.61 1.58
H -0.61 3.83 3.29
H 0.27 4.62 4.59
H 1.48 3.79 1.91
H 1.78 3.05 3.49
H 2.33 4.70 3.15
H -1.96 7.69 2.29
H -1.47 7.90 0.58
H -0.30 8.23 1.88
O -0.85 -2.56 0.10
S -0.35 -3.66 0.88
O -1.02 -4.05 2.08
O 1.18 -3.41 1.19
C 1.56 -2.15 1.81
C 1.24 -2.12 3.30
C -0.14 -5.07 -0.14
H 1.09 -1.32 1.29
H 2.63 -2.07 1.66
H 0.17 -2.13 3.47
H 1.66 -1.22 3.75
H 1.66 -3.00 3.80
H 0.40 -4.78 -1.04
H -1.13 -5.44 -0.39
H 0.41 -5.83 0.42
O 4.45 -0.85 -6.11
S 3.85 -1.06 -7.39
O 3.25 0.03 -8.09
O 2.80 -2.25 -7.26
C 1.77 -2.13 -6.25
C 0.68 -1.17 -6.65
C 4.99 -1.88 -8.45
H 2.23 -1.85 -5.30
H 1.36 -3.13 -6.13
H 1.05 -0.15 -6.70
H -0.14 -1.20 -5.91
H 0.28 -1.43 -7.64
H 5.41 -2.73 -7.92
H 5.76 -1.17 -8.71
H 4.46 -2.21 -9.34
O 1.75 0.78 6.17
S 1.26 1.91 6.89
O 1.09 3.17 6.22
O 2.14 2.13 8.19
C 3.57 2.23 8.03
C 4.00 3.58 7.50
C -0.24 1.49 7.70
H 3.93 1.42 7.40
H 3.99 2.07 9.02
H 3.66 3.73 6.48
H 5.09 3.67 7.52
H 3.57 4.39 8.11
H -0.10 0.56 8.24
H -1.01 1.39 6.94
H -0.51 2.30 8.39
O 0.86 -5.58 6.32
S 0.35 -6.88 6.02
O 0.63 -7.50 4.77
O -1.22 -6.89 6.27
C -1.99 -5.87 5.60
C -2.18 -6.16 4.13
C 0.79 -8.00 7.32
H -1.52 -4.89 5.75
H -2.95 -5.84 6.11
H -1.24 -6.11 3.60
H -2.86 -5.44 3.69
H -2.59 -7.17 3.99
H 0.55 -7.54 8.27
H 1.86 -8.17 7.24
H 0.25 -8.93 7.18
O 5.64 -2.68 9.87
S 5.18 -4.02 9.65
O 5.47 -4.69 8.42
O 3.62 -4.07 9.91
C 2.78 -3.12 9.21
C 2.57 -3.51 7.76
C 5.67 -5.05 10.99
H 3.20 -2.12 9.30
H 1.83 -3.12 9.74
H 3.49 -3.44 7.19
H 1.83 -2.84 7.30
H 2.22 -4.53 7.68
H 5.42 -4.55 11.92
H 6.75 -5.19 10.91
H 5.16 -6.00 10.90
O -1.96 1.90 -11.78
S -0.81 2.75 -11.70
O 0.27 2.60 -12.62
O -0.24 2.68 -10.21
C 0.06 1.38 -9.66
C 1.35 0.80 -10.19
C -1.31 4.43 -11.67
H -0.78 0.70 -9.84
H 0.14 1.53 -8.59
H 1.27 0.57 -11.26
H 1.60 -0.11 -9.67
H 2.17 1.51 -10.07
H -2.11 4.55 -10.94
H -1.67 4.68 -12.66
H -0.46 5.05 -11.42
*
```

***

Record 9
The following is a DFT calculation (the ωB97M-V functional and the def2-TZVPD basis) of a 2-piece molecular cluster, C4H11N3O2 overall.

Properties
Energy relative to the best compared isomer or geometry (same formula, charge and spin), kcal per mole: 42.9
SMILES: [H]/N=C(/N)NC.CC(=O)O
Kohn-Sham gap, eV: 9.6
Electronic energy, hartree: -473.7344

The geometry in ORCA input format:
```
! RIJCOSX wB97M-V def2-TZVPD def2/J DEFGRID3
* xyz 0 1
H -0.41 0.95 2.37
N 0.03 0.72 1.51
C 1.19 0.59 1.04
N 1.34 0.07 -0.31
N 2.41 0.61 1.72
C 2.54 1.04 3.08
H 1.41 0.90 -0.91
H 0.42 -0.31 -0.63
H 3.26 0.55 1.19
H 3.03 0.24 3.65
H 1.53 1.11 3.58
H 2.79 2.10 3.24
C -2.50 -0.22 -2.83
C -2.20 -1.41 -1.96
O -2.10 -1.44 -0.77
O -2.26 -2.59 -2.72
H -1.64 0.44 -2.93
H -3.34 0.29 -2.33
H -2.86 -0.40 -3.85
H -2.65 -3.25 -2.14
*
```

***

Record 10
The following is a DFT calculation (the ωB97M-V functional and the def2-TZVPD basis) of a 2-piece molecular cluster, C5H13NO overall.

Properties
Energy relative to the best compared isomer or geometry (same formula, charge and spin), kcal per mole: 39.2
Kohn-Sham gap (alpha / beta), eV: 2.8 / 9.2
Electronic energy, hartree: -328.2105
<S²>: 0.75

The geometry in ORCA input format:
```
! RIJCOSX wB97M-V def2-TZVPD def2/J DEFGRID3
* xyz -1 2
C -1.13 1.94 1.37
N -1.44 0.76 0.56
C -0.60 -0.39 0.86
C -0.83 -1.51 -0.14
C -0.27 -1.29 -1.52
C 1.04 -1.38 -1.77
H -0.33 2.56 0.94
H -0.86 1.58 2.36
H -2.05 2.52 1.46
H -1.34 0.97 -0.43
H -0.86 -0.76 1.85
H 0.46 -0.12 0.86
H -1.92 -1.66 -0.24
H -0.39 -2.43 0.25
H -0.87 -1.24 -2.43
H 1.69 -1.65 -0.94
H 1.57 -1.01 -2.64
H 2.77 0.88 -0.60
H 3.01 1.78 0.67
O 2.43 1.10 0.29
*
```

***

Q: Number 1 is which compound?
A: C2H3N3O

***

Q: Among the records above, which one has the lowest electronic energy?
A: C38H43Br4CsN8O5P2S

***

Copy entry 2 word for word.
The following is a DFT calculation (the ωB97M-V functional and the def2-TZVPD basis) of C4H3NO2 in the gas phase.

Properties
Energy relative to the best compared isomer or geometry (same formula, charge and spin), kcal per mole: 126.9
Kohn-Sham gap, eV: 9.4
Electronic energy, hartree: -359.2681

The geometry in ORCA input format:
```
! RIJCOSX wB97M-V def2-TZVPD def2/J DEFGRID3
* xyz 0 1
O -2.36 0.99 -1.05
C -1.70 -0.01 -1.01
C -0.38 -0.08 -0.33
N 0.25 -1.23 -0.33
O 1.40 -1.08 0.35
C 1.44 0.25 0.78
C 0.35 1.02 0.32
H -2.02 -0.95 -1.48
H 2.41 0.58 1.13
H 0.65 0.50 1.65
*
```